This record from the OMol25 dataset describes C31H17F4IN7O3Ta as an isolated structure. The level of theory is ωB97M-V/def2-TZVPD.

```
64
Properties=species:S:1:pos:R:3:forces:R:3
Ta 1.29246 -0.92348 1.72028 0.4 -0.1 -0.1
C -0.69559 -3.30310 2.88666 0.0 -0.1 0.0
O 0.26990 -2.19037 3.05281 0.1 0.3 0.1
C 0.32569 -1.62358 4.37462 0.0 -0.1 0.0
C 0.23307 -2.38436 5.52101 0.0 0.0 -0.1
C 0.29408 -1.70520 6.73109 0.0 -0.1 0.0
C 0.46178 -0.32386 6.76952 0.0 0.0 0.1
C 0.57317 0.41461 5.60465 0.0 0.1 -0.1
C 0.49370 -0.24921 4.38655 0.1 -0.1 0.1
N 0.61085 0.35981 3.10279 -0.2 0.1 -0.1
N 0.08775 1.60564 3.05895 0.0 0.0 0.0
C -0.08771 2.25678 1.95784 0.0 0.0 -0.2
C 0.21878 1.71659 0.62979 0.1 0.1 0.1
O 0.73342 0.47290 0.61516 -0.2 0.1 -0.1
C 0.04429 2.41625 -0.51635 0.0 0.1 0.1
C -0.46708 3.73359 -0.41006 0.0 -0.1 -0.1
C -0.80476 4.33139 0.79629 0.0 0.1 0.1
C -1.31781 5.65176 0.81034 0.0 0.0 0.0
C -1.66823 6.24247 2.00354 0.0 0.0 0.0
C -1.51566 5.52547 3.18806 0.0 0.0 0.0
C -1.00657 4.22094 3.20556 0.0 0.0 0.0
C -0.64430 3.61721 2.02252 0.0 -0.1 0.0
H -1.57629 -3.03244 3.46091 0.0 -0.1 0.0
H -0.22436 -4.21221 3.24647 0.0 0.0 0.0
H -0.90690 -3.36800 1.82850 -0.1 0.0 0.0
H 0.09528 -3.45645 5.49157 0.0 0.0 0.0
H 0.20392 -2.26206 7.65402 0.0 0.0 0.0
H 0.50433 0.17994 7.72571 0.0 0.0 0.0
H 0.70381 1.48788 5.62712 0.0 0.0 0.0
H 0.30620 1.98958 -1.47510 0.0 0.0 0.0
H -0.59944 4.30362 -1.32368 0.0 0.0 0.0
H -1.43159 6.18515 -0.12530 0.0 0.0 0.0
H -2.06095 7.24949 2.02446 0.0 0.0 0.0
H -1.79831 5.98751 4.12570 0.0 0.0 0.0
H -0.90490 3.69662 4.14502 0.0 0.0 0.0
F -0.73954 -4.84558 -1.14716 0.0 0.0 0.0
C -0.65232 -4.77513 -2.47816 0.0 0.1 0.0
C -1.16357 -5.77335 -3.25202 0.0 0.0 -0.1
F -1.73529 -6.79103 -2.67237 0.0 0.0 0.0
C -1.07146 -5.71276 -4.68836 0.0 0.0 0.0
C -0.42631 -4.54736 -5.23225 0.0 0.0 0.0
C 0.07560 -3.56141 -4.42380 0.0 0.0 0.0
F 0.66379 -2.50738 -4.96131 0.0 0.0 0.0
C -0.01783 -3.64630 -3.02566 0.0 0.0 0.0
C 0.52702 -2.62691 -2.17511 0.0 0.0 0.3
C 0.53217 -2.59256 -0.80929 0.0 0.0 -0.2
N 0.70292 -2.33425 0.33252 -0.1 0.0 0.0
C 1.23918 -1.44892 -2.57784 0.1 0.1 -0.1
N 1.84106 -0.46888 -2.64622 -0.1 0.0 0.1
F -0.30882 -4.41569 -6.51994 0.0 0.0 0.0
C -1.57339 -6.72021 -5.50442 -0.1 0.0 -0.1
C -2.21543 -7.88190 -4.99720 0.1 0.0 0.1
N -2.71840 -8.83496 -4.59078 0.0 0.0 -0.1
C -1.48716 -6.69367 -6.92117 0.1 0.0 0.0
N -1.40376 -6.73092 -8.06980 -0.1 0.0 0.0
N 4.91442 -1.56497 3.81213 0.0 0.0 0.1
C 4.26459 -1.29163 2.72746 -0.1 -0.1 0.1
O 2.97309 -1.28976 2.74846 0.0 -0.1 0.0
C 5.01946 -1.00749 1.46757 0.1 0.0 -0.1
I 3.71956 -0.49768 -0.12333 -0.1 0.0 0.0
H 4.42419 -1.77436 4.67627 0.0 0.0 0.0
H 5.92911 -1.58820 3.83405 0.0 0.0 0.0
H 5.57998 -1.89261 1.16386 0.0 0.0 0.0
H 5.71589 -0.18168 1.61313 0.0 0.0 0.0
```
Positions in Å, forces in eV/Å.

## Properties
- Strongest force on any atom: 0.4 eV/A
- E_HOMO: -18.671 eV
- Relative energy (zero: lowest compared OMol25 entry of this formula, charge and spin): 0.0304 eV
- Energy: -69475.4576 eV
- Net charge: +4